C5H14ClO3 | wB97M-V/def2-TZVPD

```
23
Properties=species:S:1:pos:R:3:forces:R:3
Cl 3.2001 -0.0558 4.4001 0.0 0.0 -0.1
C 1.6525 -5.2292 -1.2497 0.1 0.4 -0.8
O 0.5288 -3.4996 -0.0762 -1.7 0.4 1.2
H 2.4804 -5.2989 -1.9553 0.2 -0.4 0.0
H -3.6088 4.1912 1.1460 0.0 0.3 0.6
H 2.2423 -3.2490 -0.8736 0.6 0.1 -0.9
H 0.4178 -2.1495 -2.4662 0.2 -0.1 0.3
H 1.9499 -5.6015 -0.2693 0.0 0.0 -0.1
H 1.0563 -2.9274 0.4859 -0.5 0.0 0.4
C 0.7940 -3.1722 -2.4901 0.2 -0.8 0.0
O -2.8859 6.1396 1.4931 -1.2 0.0 0.4
O -0.2331 4.9649 1.3966 -0.4 1.0 -0.8
C -2.7545 4.8377 0.9450 2.7 0.4 0.2
H -2.7214 4.9315 -0.1405 0.3 -0.2 -0.2
H 0.3952 4.5838 2.0143 0.1 0.0 0.0
H 1.6226 -3.2499 -3.1940 -0.1 0.2 -0.3
C -1.4308 4.2135 1.5353 -0.3 -1.2 0.5
H 0.8259 -5.8061 -1.6643 -0.1 -0.1 0.2
H -1.5046 4.0382 2.6086 -0.9 0.2 0.2
H -2.1538 6.7012 1.2280 0.2 -0.3 -0.1
H -1.2019 3.2163 1.1596 -0.6 -0.2 -0.6
H 0.0086 -3.8349 -2.8535 -0.2 0.1 -0.1
C 1.3206 -3.7438 -1.1798 1.4 0.1 0.2
```
Forces are in eV/Å.

## Properties
E_tot (eV): -24077.67150
Frontier orbital gap (eV): 6.30
Total charge: -1

C5H14N | wB97M-V/def2-TZVPD

```
20
Properties=species:S:1:pos:R:3:forces:R:3
C -0.0808 -0.7069 0.5033 0.5 -0.9 -0.5
C -1.0275 -1.8941 0.4837 -0.4 0.1 0.1
N 1.3112 -1.2294 0.8949 0.3 0.9 -0.4
C 0.5034 1.4718 -0.6732 0.0 -0.1 0.5
H -1.4615 1.8564 0.1692 0.2 0.0 0.3
H -1.2740 2.4850 -1.3940 0.2 0.4 -0.2
H 1.6859 -1.8630 0.1864 -0.3 -0.4 0.2
H -1.8484 -1.7137 -0.2060 0.0 0.1 0.0
H 0.8487 -0.4905 -1.4878 -0.1 -0.5 0.1
H -1.4704 -2.1345 1.4471 0.1 0.1 0.2
H -0.2757 0.0153 1.2830 -0.5 0.2 0.1
H 1.1917 1.6096 0.1762 -0.1 -0.2 0.0
H 1.0716 1.8124 -1.5259 0.1 0.0 -0.4
H 1.9527 -0.4288 0.8474 0.0 -0.1 0.4
H -0.5312 -2.7860 0.1267 0.2 -0.3 -0.2
H -0.4658 3.2958 0.0253 -0.1 0.2 -0.3
C -0.7229 2.3622 -0.4649 -0.3 -0.8 0.3
H 1.3271 -1.6404 1.8264 0.1 -0.1 0.0
H -0.8415 0.0024 -1.3775 0.0 -0.4 0.0
C 0.1074 -0.0234 -0.8405 -0.1 1.7 -0.1
```
Forces are in eV/Å.

## Properties
E_tot (eV): -6895.72804
Relative energy (zero: lowest compared OMol25 entry of this formula, charge and spin) (kcal/mol): 3.1
Frontier orbital gap (eV): 11.89
SMILES: CCC[C@@H](C)[NH3+]
Total charge: +1

C5H14N | wB97M-V/def2-TZVPD

```
20
Properties=species:S:1:pos:R:3:forces:R:3
H 1.9856 -2.0222 -0.3293 0.0 0.2 0.1
H -0.7990 0.0289 -1.8662 0.9 -0.3 0.1
H -1.2668 -0.9895 0.5751 0.6 -0.2 0.3
H 0.4115 -1.8315 -1.0783 0.0 -0.5 0.5
C -1.3113 0.3762 -0.9839 -2.5 1.0 -3.4
H -0.8106 1.8659 1.1980 0.0 0.1 0.0
H -0.8098 0.6658 2.3326 0.8 -0.2 -0.1
C -0.7291 -0.0867 0.2814 -0.8 1.1 1.2
C 0.7989 -0.1927 0.2471 0.2 -1.8 -0.9
H -2.1629 0.9727 1.6329 0.2 0.1 -1.0
N -1.1531 0.9307 1.4113 -0.6 -0.4 0.4
H -1.4281 1.4415 -1.1992 0.9 0.4 0.7
C 0.9548 -1.7336 -0.1238 0.4 1.3 -0.1
H 0.5968 -2.3507 0.6889 -0.4 -0.3 -0.1
H -2.3307 0.1184 -1.3879 0.3 -0.7 1.7
H 2.5603 0.0957 -0.9199 -0.2 -0.2 0.1
C 1.5592 0.5366 -0.8471 1.0 0.6 -1.4
H 1.8379 1.6002 -0.9211 -0.8 0.1 1.2
H 1.2533 0.0180 1.1985 0.0 0.0 0.7
H 1.1129 0.3866 -1.8326 0.0 -0.4 0.1
```
Forces are in eV/Å.

## Properties
E_tot (eV): -6894.82009
Relative energy (zero: lowest compared OMol25 entry of this formula, charge and spin) (kcal/mol): 24.0
Frontier orbital gap (eV): 11.69
SMILES: CC(C)[C@H](C)[NH3+]
Total charge: +1

C5H14N2 | wB97M-V/def2-TZVPD

```
21
Properties=species:S:1:pos:R:3:forces:R:3
H -1.3817 1.8964 -2.5204 0.4 0.1 0.3
H 0.8546 -0.9135 2.3571 0.0 0.3 0.9
H -0.3731 0.5178 -2.0524 0.0 -0.1 -0.2
C -1.3079 1.0317 -1.8395 -0.7 0.8 -0.6
C -1.0331 0.1889 0.5529 1.2 -0.4 0.4
H -1.4164 -0.8254 0.3973 -0.8 0.4 -0.9
C 0.5076 -0.0565 0.6232 0.3 1.7 0.7
H -2.1670 0.4622 -2.1901 0.1 -0.7 0.3
H -0.5729 2.1109 -0.1961 -0.4 0.6 0.4
H 2.7554 -1.1531 0.5755 0.1 -0.4 0.2
H 0.6239 0.7353 2.5289 -0.1 -0.1 0.2
H 0.9253 0.8232 0.1359 0.4 -0.3 -0.4
H -1.4288 0.4246 1.5402 0.3 0.2 0.4
H 0.4369 -1.3565 -1.0696 0.4 0.0 0.1
H 2.7274 -1.6598 -0.9134 -0.3 -0.2 -0.1
H -2.3581 1.6817 0.0199 0.1 0.8 -0.6
C -1.3784 1.4028 -0.3711 -0.1 -2.2 0.5
N 2.2784 -1.8395 -0.0141 0.3 1.4 -0.2
C 0.8829 -1.3534 -0.0616 -0.6 -1.1 0.4
N 1.1061 0.0114 2.0136 -0.3 -1.2 -1.5
H 0.3191 -2.1293 0.4836 -0.2 0.1 -0.1
```
Forces are in eV/Å.

## Properties
E_tot (eV): -8390.08959
Relative energy (zero: lowest compared OMol25 entry of this formula, charge and spin) (kcal/mol): 20.7
Frontier orbital gap (alpha / beta) (eV): 2.71 / 10.10
2S+1: 2
Total charge: -1

C5H14N2 | wB97M-V/def2-TZVPD

```
21
Properties=species:S:1:pos:R:3:forces:R:3
H -3.0972 0.3416 1.4591 0.3 -0.1 0.4
H -2.5833 -1.5063 0.2437 -0.2 0.1 0.2
H 2.2587 1.1300 -1.2673 0.5 0.3 0.0
C 2.0241 1.3964 -0.2354 -1.3 -1.3 0.7
C -2.3067 0.4623 0.7063 -1.8 -2.1 -0.9
H 0.7405 -0.5857 -1.8120 0.5 0.4 0.7
H 2.1972 -0.5330 1.7847 0.5 -0.3 0.0
H -2.9401 0.6506 -0.1668 0.5 1.6 -0.2
H -0.3375 -2.1204 -0.3807 0.2 0.0 -0.1
N -1.7984 -0.8981 0.4262 1.5 -0.3 0.5
H 1.3625 2.2851 -0.2226 0.9 0.1 -0.1
N 1.7107 -0.8565 0.9685 -1.2 0.1 -0.2
C 0.2079 -0.1401 -0.9386 1.0 -0.5 -0.4
H 0.3306 0.7485 0.8901 0.2 -0.4 0.8
C 1.0615 0.2325 0.2761 0.7 1.1 -1.3
H -0.0803 0.8459 -1.3356 -0.9 -0.4 0.1
H -1.3742 -1.3738 -1.6069 0.0 0.0 -0.1
C -0.8223 -1.1901 -0.6734 -1.9 0.9 0.7
H 2.1724 -1.5156 0.3611 0.4 0.2 0.2
H -1.6269 1.2054 1.0969 0.3 0.1 -0.5
H 2.9008 1.4214 0.4265 -0.2 0.5 -0.4
```
Forces are in eV/Å.

## Properties
E_tot (eV): -8389.46793
Relative energy (zero: lowest compared OMol25 entry of this formula, charge and spin) (kcal/mol): 35.0
Frontier orbital gap (alpha / beta) (eV): 2.64 / 8.58
2S+1: 2
Total charge: -1

C5H14N2 | wB97M-V/def2-TZVPD

```
21
Properties=species:S:1:pos:R:3:forces:R:3
H -1.2336 0.3939 1.5454 -0.1 -0.1 -0.3
C 0.9430 0.4508 1.4489 -1.4 -0.5 0.3
H 0.9729 1.5442 1.3937 -0.3 -0.1 -0.2
H 0.0680 -1.9102 -1.0029 0.0 0.2 0.1
H -0.9375 1.4563 -1.9620 0.0 0.0 0.2
N -0.5961 1.4083 -1.0058 1.2 1.0 -0.2
C 0.0121 -0.9128 -1.4505 -0.1 -0.2 -0.4
C -0.7070 0.0790 -0.5444 -3.9 -1.2 0.1
H -0.5325 -1.0290 -2.3952 -0.1 0.1 0.2
H -2.4842 -1.1756 -0.4536 0.0 0.2 0.1
C 2.1927 -0.1035 0.7958 0.1 -0.1 -0.2
C -0.4941 -0.1318 0.9324 3.4 1.5 1.1
H 0.9769 0.2258 2.5219 0.0 0.0 -0.1
H 2.1911 -1.1968 0.8048 0.0 0.0 -0.1
H -1.1627 2.0384 -0.4514 0.0 0.0 0.0
N -2.2679 -0.2056 -0.6824 1.1 -0.8 -0.8
H 2.2809 0.2460 -0.2374 0.1 -0.1 0.2
H 3.0847 0.2301 1.3378 -0.1 0.0 -0.1
H 1.0178 -0.5924 -1.7312 -0.1 0.0 0.3
H -2.8059 0.3800 -0.0481 0.4 -0.1 0.1
H -0.5186 -1.1952 1.1841 -0.1 0.1 -0.2
```
Forces are in eV/Å.

## Properties
E_tot (eV): -8392.04071
Relative energy (zero: lowest compared OMol25 entry of this formula, charge and spin) (kcal/mol): 13.3
Frontier orbital gap (eV): 9.97
SMILES: CCCC(C)(N)N
Total charge: 0

C5H14N2 | wB97M-V/def2-TZVPD

```
21
Properties=species:S:1:pos:R:3:forces:R:3
H 1.2135 1.0745 -1.4837 -1.3 -0.4 0.5
C 1.5071 -0.8492 -1.5015 -3.1 -3.4 -4.9
H -1.6392 1.3155 -0.8376 -0.9 -0.2 -0.7
C -1.0530 1.3584 0.0412 1.8 1.2 3.4
H -0.2308 -1.8797 -0.0599 -0.2 0.4 1.2
C -0.0179 0.2378 0.0745 0.9 2.0 -0.9
N 0.5529 0.2634 -1.3845 1.7 -1.3 2.0
H 0.8377 0.5557 0.7301 -0.9 -0.3 -0.2
H 0.9586 -1.8858 -1.6758 0.0 1.9 0.7
H -0.4141 2.2642 0.0119 -0.6 0.0 -0.4
C -0.6294 -1.0414 0.5752 1.7 -1.9 1.1
H -2.6293 0.5430 1.4075 1.4 1.8 0.0
H -1.3609 1.2927 2.3285 1.3 0.0 0.7
N 2.5202 -1.1304 -0.6140 1.9 -0.4 3.4
H 2.4590 -0.5414 0.2309 0.3 -0.8 -0.5
H -2.4448 2.2891 1.4828 -1.0 1.9 0.0
C -1.8525 1.4438 1.4047 -1.7 -3.8 -2.3
H 2.4958 -2.1378 -0.3466 0.2 1.5 0.1
H -0.5219 -1.2324 1.7653 0.1 0.4 -3.0
H 1.9119 -0.8864 -2.5346 0.0 1.2 0.2
H -1.6630 -1.0535 0.3856 -1.4 0.0 -0.3
```
Forces are in eV/Å.

## Properties
E_tot (eV): -8390.22110
Relative energy (zero: lowest compared OMol25 entry of this formula, charge and spin) (kcal/mol): 55.3
Frontier orbital gap (eV): 9.74
SMILES: CC[C@@H](C)NCN
Total charge: 0

C5H14N2 | wB97M-V/def2-TZVPD

```
21
Properties=species:S:1:pos:R:3:forces:R:3
H -2.3108 0.8525 1.4855 0.0 0.2 -0.2
H -1.5165 -0.0457 -0.3718 -0.4 -0.3 -0.2
H 1.8119 -2.4374 -0.9627 0.1 -0.3 -0.1
H 1.0980 1.4384 -0.6219 0.2 -0.3 0.3
C 0.1558 1.0599 -1.0167 0.1 0.3 -0.4
N 0.4014 0.8111 -2.4356 -0.2 0.0 0.1
C -1.3367 1.0734 1.9235 0.5 -0.3 -0.2
C 1.3868 -1.7250 -0.2707 0.0 0.4 0.7
H 2.0244 -0.8419 -0.2505 0.0 0.2 -0.3
C -0.4510 -0.0897 -0.1902 0.6 0.3 0.5
H -0.6004 -2.1028 -0.3413 0.0 0.0 -0.1
H 1.0770 0.0599 -2.5107 -0.1 0.0 -0.1
H 1.4474 -2.0933 0.7610 0.1 -0.3 -0.1
H -0.4412 0.4573 -2.8815 0.1 0.0 0.1
H 0.7215 0.6618 1.4128 0.3 -0.3 0.6
N 0.0309 -1.3805 -0.6621 -0.2 0.0 -0.1
H -1.4705 0.9521 2.9887 0.2 0.0 0.4
H -1.0262 2.0947 1.7340 -0.4 0.3 0.0
C -0.2411 0.1643 1.3436 -0.8 0.2 -1.3
H -0.5173 1.9095 -0.9282 -0.2 0.2 0.0
H -0.2433 -0.8185 1.7948 0.2 -0.1 0.5
```
Forces are in eV/Å.

## Properties
E_tot (eV): -8391.75777
Relative energy (zero: lowest compared OMol25 entry of this formula, charge and spin) (kcal/mol): 19.9
Frontier orbital gap (eV): 9.83
SMILES: CC[C@@H](CN)NC
Total charge: 0

C5H14N2 | wB97M-V/def2-TZVPD

```
21
Properties=species:S:1:pos:R:3:forces:R:3
C -1.2549 1.3705 -0.9328 0.2 0.2 0.0
H -1.9511 0.4876 0.8895 0.0 -0.1 0.0
H 0.3867 -2.6129 -0.5927 0.1 -0.3 0.1
C 0.9591 -1.4426 1.1130 2.5 3.0 -0.3
H -1.5837 2.0254 -2.7050 0.1 -0.1 0.1
C -1.5502 1.4390 0.5388 0.0 0.0 -0.1
H 1.7653 -2.1387 1.3307 0.0 -0.1 0.3
H -0.5109 -1.0661 -0.4415 0.5 -3.1 1.9
H -2.2804 2.2223 0.7162 0.0 0.0 0.0
C 1.9644 -0.0661 0.5187 -0.5 -2.7 2.0
H -0.8492 -2.5166 0.7083 0.0 -0.2 0.0
H -0.6413 1.6473 1.1039 0.0 0.0 0.1
N -1.8687 2.1392 -1.7329 -0.4 0.2 -0.1
H 0.5414 -1.0405 2.0322 -0.1 -0.2 0.1
H -0.0979 0.3468 -2.2681 0.0 0.2 0.0
H 2.4992 -0.4035 -0.3705 -0.2 0.4 -0.2
H 2.6973 -0.0342 1.3249 0.2 -0.1 -0.1
H 1.6134 0.9693 0.5200 -0.5 -0.3 -0.4
H 0.5372 0.2737 -0.6617 -2.2 0.6 -1.5
N -0.3322 0.3986 -1.2866 1.9 0.6 0.4
C -0.0438 -1.9984 0.1955 -1.8 2.1 -2.3
```
Forces are in eV/Å.

## Properties
E_tot (eV): -8390.43269
Relative energy (zero: lowest compared OMol25 entry of this formula, charge and spin) (kcal/mol): 50.4
Frontier orbital gap (eV): 9.72
SMILES: [H]/N=C(/C)N.CCC
Total charge: 0

C5H14N2 | wB97M-V/def2-TZVPD

```
21
Properties=species:S:1:pos:R:3:forces:R:3
C 0.0333 0.9214 -0.2322 -0.7 -0.2 1.5
H -0.2765 -1.1141 2.3639 -0.2 0.4 -0.4
H 2.0793 -1.4817 2.4222 -0.1 -0.2 0.0
H 0.8939 -0.5940 -2.3200 0.2 0.0 0.1
H 1.6181 0.0800 3.1490 0.0 -0.1 0.3
C -0.8342 0.0240 -1.1154 0.3 0.1 -0.5
H 0.1561 -1.8945 -1.3026 0.5 0.2 0.2
H -1.1258 1.3408 -2.6707 0.2 0.2 0.2
H -2.3016 0.3067 -2.5281 -0.1 -0.1 0.4
N 0.2853 -0.6287 1.6655 0.0 -0.7 0.4
H -0.6244 -1.3949 -2.7312 0.0 0.2 -0.1
C -0.0218 -1.0028 -1.9050 -0.8 -0.5 -0.1
C -0.2494 0.6690 1.2646 0.3 -0.3 -0.2
H -0.3082 1.9381 -0.3788 0.4 0.4 -0.4
H -1.3266 0.6625 1.4244 0.0 0.2 0.1
H 1.1107 0.8046 -0.3331 0.0 0.1 -0.6
C 1.6095 -0.5241 2.2347 0.6 1.0 -0.2
H -1.5246 -0.5163 -0.4757 -0.1 -0.2 0.2
N -1.6877 0.8854 -1.9546 -0.1 -0.1 -0.6
H 2.2705 0.0473 1.5693 -0.1 -0.3 -0.2
H 0.2241 1.4712 1.8539 -0.3 0.0 0.0
```
Forces are in eV/Å.

## Properties
E_tot (eV): -8391.75895
Relative energy (zero: lowest compared OMol25 entry of this formula, charge and spin) (kcal/mol): 19.8
Frontier orbital gap (eV): 9.93
SMILES: CNCC[C@H](C)N
Total charge: 0

C5H14N2 | wB97M-V/def2-TZVPD

```
21
Properties=species:S:1:pos:R:3:forces:R:3
H 0.3022 0.9700 -1.7830 1.0 -1.0 -0.5
H 2.5221 -1.1019 -1.5574 1.3 -2.5 1.1
H 2.8884 0.6408 -1.2415 0.2 -0.7 -0.5
N -2.5302 1.6262 1.7074 -1.1 -2.5 -0.2
H 0.7735 -1.5646 1.7794 -0.5 1.3 -2.2
C 0.6993 -1.3603 0.6063 1.3 -2.4 1.8
C 0.3525 0.0102 -0.0268 -0.8 -1.4 4.8
H -2.8743 -0.4744 1.2841 0.8 1.1 -0.7
H 0.8332 0.7682 0.5796 0.8 0.3 0.1
H -1.4195 0.9465 -0.5428 0.0 -0.5 0.4
C 0.8278 0.0274 -1.4171 -1.4 2.0 -1.6
H 0.3313 -0.8191 -1.8041 -0.9 -0.8 -1.3
C -2.0093 0.2602 1.3059 1.3 -1.5 2.2
C 2.3127 -0.1316 -1.7880 -1.4 3.0 -0.1
N -1.1214 0.2568 0.1564 -0.5 0.5 -2.7
H 1.7379 -1.6515 0.3151 -0.5 0.4 0.1
H -3.1645 2.1443 1.0786 0.4 -1.2 0.1
H -1.3177 -0.3290 2.1785 -1.9 2.2 -1.7
H 2.4723 -0.1008 -2.8785 -0.2 0.6 0.4
H -1.7327 2.1581 1.7688 2.1 1.8 0.4
H 0.1166 -2.2757 0.2793 0.1 1.4 -0.1
```
Forces are in eV/Å.

## Properties
E_tot (eV): -8390.07093
Relative energy (zero: lowest compared OMol25 entry of this formula, charge and spin) (kcal/mol): 58.8
Frontier orbital gap (eV): 9.25
SMILES: CC[C@H](C)NCN
Total charge: 0

C5H14N2 | wB97M-V/def2-TZVPD

```
21
Properties=species:S:1:pos:R:3:forces:R:3
C -1.2750 -0.3131 -0.0247 1.1 -2.1 1.6
H -1.6717 -1.2806 -1.7874 0.1 -0.2 0.4
H -0.7952 -0.3248 2.1941 -0.3 0.0 -0.5
H -2.4727 -0.6729 1.7088 0.0 0.2 0.3
H 2.5055 0.5114 -1.3683 0.2 0.1 -0.5
N -1.9497 -1.3789 -0.8011 -0.2 0.8 -1.6
H 1.1806 1.3959 -2.1196 -0.1 0.1 0.1
H 0.7010 -1.3126 -0.1133 -0.1 0.1 0.2
H 2.3785 2.2006 -1.1028 -0.6 0.2 0.7
H 1.2119 0.1071 1.8804 -0.1 0.1 -0.1
C 1.6432 0.8024 1.1668 0.6 0.8 -0.9
H -1.2996 -1.8854 1.5067 0.5 -0.2 -0.3
H -1.5909 0.7286 -0.1162 -0.3 -0.2 -0.3
H 1.6341 1.8265 1.5703 0.2 -0.4 0.2
H -2.9573 -1.2624 -0.8941 0.0 0.1 0.7
C 1.7561 1.3075 -1.1989 1.0 -1.3 -0.7
H 0.1349 -0.4081 -1.5125 0.4 -0.2 -0.5
C 0.2119 -0.3817 -0.4336 -0.6 1.0 -0.7
N 0.9396 0.8404 -0.1114 -1.0 0.2 0.9
H 2.6945 0.5216 0.9547 -0.1 -0.1 0.5
C -1.4256 -0.8139 1.4329 -0.7 0.9 0.3
```
Forces are in eV/Å.

## Properties
E_tot (eV): -8391.22917
Relative energy (zero: lowest compared OMol25 entry of this formula, charge and spin) (kcal/mol): 32.0
Frontier orbital gap (eV): 9.29
SMILES: C[C@H](N)CN(C)C
Total charge: 0